# 1
Formula: C18H28CoN2O2P2
Source: OMol25
Level of theory: ωB97M-V/def2-TZVPD

Its energy above the lowest of the compared OMol25 structures with the same formula, charge and spin is 0.3039 eV. The lowest unoccupied orbital energy (spin up / spin down) is -0.2428 / -0.2312 hartree. Its expectation value of S² is 0.771. The calculation puts the frontier orbital gap (spin up / spin down) at 8.51 / 8.83 eV. The value obtained for the maximum force is 1.4 eV/Å.

```
! wB97M-V def2-TZVPD RIJCOSX def2/J DEFGRID3
* xyz 2 2
Co -0.697 -0.647 -0.179
O 5.822 1.607 -0.781
C 5.609 0.307 -0.292
C 4.138 0.026 -0.316
C 3.645 -1.273 -0.361
C 2.279 -1.465 -0.366
N 1.398 -0.461 -0.327
C 1.866 0.801 -0.302
C 3.221 1.072 -0.293
C 0.830 1.852 -0.320
C 1.107 3.205 -0.334
C 0.066 4.127 -0.382
C 0.382 5.605 -0.373
O 1.366 5.891 0.596
C -1.234 3.642 -0.436
C -1.437 2.275 -0.422
N -0.435 1.395 -0.350
H 6.765 1.762 -0.893
H 5.950 0.211 0.749
H 6.134 -0.455 -0.876
H 4.313 -2.122 -0.401
H 1.874 -2.464 -0.433
H 3.598 2.084 -0.292
H 2.124 3.568 -0.306
H -0.530 6.187 -0.239
H 0.800 5.865 -1.351
H 0.974 6.306 1.368
H -2.079 4.315 -0.490
H -2.438 1.873 -0.473
C -4.136 -0.928 -1.285
P -3.037 -0.731 0.156
C -3.954 0.462 1.189
C -3.261 -2.310 1.071
C -2.482 -3.425 0.389
P -0.714 -2.968 0.185
C -0.112 -4.322 -0.871
C 0.010 -3.338 1.819
H -5.140 -1.164 -0.933
H -3.785 -1.722 -1.944
H -4.171 -0.002 -1.860
H -4.813 -0.050 1.621
H -4.307 1.293 0.578
H -3.333 0.854 1.994
H -4.325 -2.548 1.111
H -2.914 -2.158 2.097
H -2.888 -3.615 -0.608
H -2.546 -4.355 0.957
H -0.353 -5.267 -0.385
H 0.965 -4.268 -1.024
H -0.602 -4.278 -1.843
H -0.334 -4.316 2.154
H -0.279 -2.586 2.553
H 1.098 -3.346 1.752
*
```

---

# 2
Formula: C18H28F2K3NO22S2
Source: OMol25
Level of theory: ωB97M-V/def2-TZVPD

The lowest unoccupied orbital energy is -0.2389 hartree. The calculation puts the frontier orbital gap at 7.18 eV. The value obtained for the maximum force is 9.1 eV/Å.

```
! wB97M-V def2-TZVPD RIJCOSX def2/J DEFGRID3
* xyz 2 1
K 3.955 -2.553 -1.343
K -3.105 -0.494 -0.535
K -1.495 -3.202 -2.356
N -0.494 -1.132 -0.932
S 0.273 -1.611 0.342
O 0.329 -0.810 1.524
O 1.208 -2.644 0.033
F -0.944 -2.559 0.838
S 0.634 -0.032 -1.356
O 2.010 -0.441 -1.340
O 0.354 1.387 -1.110
F 0.182 -0.081 -2.923
C 3.535 1.471 -3.809
C 3.880 2.041 -5.159
O 2.816 2.657 -5.607
C 2.024 2.924 -4.593
O 0.929 3.516 -4.694
O 2.421 2.277 -3.584
H 4.378 1.675 -3.149
H 3.242 0.423 -3.865
H 4.113 1.203 -5.816
H 4.781 2.650 -5.082
C 1.721 4.441 -0.813
C 3.024 4.587 -1.661
O 3.689 3.446 -1.330
C 3.239 2.837 -0.252
O 3.746 1.798 0.176
O 2.116 3.466 0.110
H 1.036 4.012 -1.544
H 1.507 5.376 -0.296
H 3.560 5.515 -1.464
H 2.842 4.696 -2.730
C -1.967 -1.454 5.400
C -1.033 -2.136 4.466
O -1.283 -3.477 4.772
C -2.427 -3.579 5.555
O -3.093 -4.674 5.722
O -2.859 -2.456 5.854
H -2.494 -0.764 4.741
H -1.283 -0.963 6.093
H -0.032 -1.878 4.812
H -1.155 -1.820 3.430
C 0.842 2.362 2.470
C 2.155 2.253 3.112
O 1.839 1.936 4.402
C 0.650 1.349 4.467
O 0.206 0.665 5.393
O 0.032 1.516 3.231
H 0.896 1.928 1.471
H 0.425 3.368 2.455
H 2.593 3.250 3.155
H 2.968 1.590 2.816
C -5.798 2.704 -0.777
O -4.872 3.388 -1.620
C -4.012 2.570 -2.423
O -4.096 1.453 -2.694
O -3.077 3.373 -2.932
C -1.728 2.874 -3.133
H -6.154 1.779 -1.232
H -6.730 3.254 -0.644
H -5.463 2.747 0.259
H -1.720 1.840 -3.477
H -1.143 2.914 -2.215
H -1.249 3.631 -3.755
C 0.192 -7.472 -1.390
O -0.346 -7.459 -0.105
C -0.929 -6.326 0.368
O -1.183 -5.333 -0.329
O -1.113 -6.470 1.688
C -1.830 -5.492 2.367
H -0.635 -7.170 -2.032
H 0.618 -8.434 -1.676
H 0.824 -6.584 -1.418
H -2.906 -5.610 2.233
H -1.624 -4.476 2.033
H -1.511 -5.554 3.408
*
```

---

# 3
Formula: C18H28GeN3OTc
Source: OMol25
Level of theory: ωB97M-V/def2-TZVPD

Its energy above the lowest of the compared OMol25 structures with the same formula, charge and spin is 0.1822 eV. The lowest unoccupied orbital energy (spin up / spin down) is -0.0888 / -0.0963 hartree. Its expectation value of S² is 0.778. The calculation puts the frontier orbital gap (spin up / spin down) at 7.96 / 7.52 eV. The value obtained for the maximum force is 0.2 eV/Å.

```
! wB97M-V def2-TZVPD RIJCOSX def2/J DEFGRID3
* xyz 1 2
Tc 1.148 0.394 0.350
C 0.625 1.178 3.528
C -0.700 1.596 3.451
C -1.086 2.483 2.460
C -0.155 2.960 1.539
C 1.183 2.593 1.645
C 1.568 1.687 2.644
H 0.931 0.482 4.299
H -1.428 1.225 4.159
H -2.117 2.805 2.398
H -0.459 3.658 0.770
H 1.934 3.046 1.010
H 2.611 1.411 2.734
N 5.242 0.218 -0.430
C 3.940 0.007 -0.279
O 3.223 0.891 0.252
C 3.315 -1.275 -0.737
C 2.019 -1.480 0.050
H 5.639 1.100 -0.147
H 5.837 -0.475 -0.846
H 4.037 -2.095 -0.671
H 3.080 -1.136 -1.798
H 2.274 -1.829 1.066
H 1.403 -2.259 -0.400
C -1.113 -1.816 -2.158
Ge -0.519 -0.033 -2.674
C 0.547 -0.158 -4.304
C -2.052 1.135 -3.006
C 0.684 0.798 -1.352
H -1.658 -2.255 -2.996
H -1.777 -1.799 -1.294
H -0.263 -2.461 -1.938
H -0.055 -0.578 -5.110
H 1.413 -0.803 -4.156
H 0.897 0.826 -4.615
H -2.526 0.842 -3.944
H -1.735 2.174 -3.098
H -2.800 1.061 -2.217
H 1.278 1.642 -1.743
N -4.473 -2.018 1.867
C -3.277 -1.487 1.534
C -3.176 -0.265 0.853
C -1.937 0.240 0.549
N -0.781 -0.379 0.841
C -0.881 -1.557 1.484
C -2.071 -2.130 1.853
H -5.330 -1.574 1.593
H -4.533 -2.914 2.315
H -4.062 0.287 0.568
H -1.844 1.182 0.026
H 0.050 -2.062 1.705
H -2.068 -3.080 2.371
*
```

---

# 4
Formula: C18H28N2O3S
Source: OMol25
Level of theory: ωB97M-V/def2-TZVPD

Its energy above the lowest of the compared OMol25 structures with the same formula, charge and spin is 0.1201 eV. As for the SMILES: CCCS(=O)(=O)N1CCC[C@H](C(=O)NCCc2cccc(C)c2)C1. The lowest unoccupied orbital energy is 0.0263 hartree. The calculation puts the frontier orbital gap at 9.85 eV. The value obtained for the maximum force is 1.0 eV/Å.

```
! wB97M-V def2-TZVPD RIJCOSX def2/J DEFGRID3
* xyz 0 1
C -4.917 -1.919 -0.096
C -3.410 -2.139 -0.159
C -2.700 -1.568 1.052
S -2.578 0.242 0.955
O -1.755 0.659 2.063
O -3.879 0.834 0.837
N -1.757 0.421 -0.499
C -2.329 1.316 -1.485
C -1.975 2.780 -1.223
C -0.465 2.953 -1.072
C 0.027 2.029 0.039
C 1.529 2.078 0.265
O 2.335 2.329 -0.606
N 1.871 1.785 1.540
C 3.232 1.510 1.934
C 3.431 0.019 2.252
C 2.879 -0.847 1.152
C 1.853 -1.749 1.403
C 1.326 -2.510 0.374
C 1.802 -2.363 -0.917
C 2.825 -1.464 -1.189
C 3.351 -1.271 -2.578
C 3.361 -0.724 -0.143
C -0.332 0.582 -0.333
H -5.390 -2.267 -1.010
H -5.133 -0.863 0.035
H -5.345 -2.464 0.742
H -3.200 -3.210 -0.228
H -2.999 -1.657 -1.049
H -1.667 -1.897 1.120
H -3.218 -1.791 1.982
H -3.409 1.175 -1.451
H -1.954 1.003 -2.465
H -2.472 3.094 -0.303
H -2.351 3.394 -2.044
H -0.224 3.989 -0.830
H 0.047 2.698 -2.002
H -0.494 2.271 0.970
H 1.140 1.510 2.180
H 3.493 2.114 2.808
H 3.858 1.814 1.093
H 4.499 -0.169 2.382
H 2.927 -0.221 3.191
H 1.465 -1.857 2.406
H 0.536 -3.220 0.577
H 1.376 -2.951 -1.718
H 2.773 -1.841 -3.301
H 4.391 -1.591 -2.636
H 3.313 -0.216 -2.844
H 4.159 -0.028 -0.354
H -0.011 -0.106 0.449
H 0.165 0.304 -1.268
*
```

---

# 5
Formula: C18H28N3O4
Source: OMol25
Level of theory: ωB97M-V/def2-TZVPD

Its energy above the lowest of the compared OMol25 structures with the same formula, charge and spin is 0.0346 eV. As for the SMILES: CC[C@H](C)[C@@H]([NH3+])C(=O)N[C@@H](CCC(=O)OCc1ccccc1)C(N)=O. The lowest unoccupied orbital energy is -0.0862 hartree. The calculation puts the frontier orbital gap at 9.32 eV. The value obtained for the maximum force is 0.9 eV/Å.

```
! wB97M-V def2-TZVPD RIJCOSX def2/J DEFGRID3
* xyz 1 1
C -2.009 -2.713 1.775
C -2.459 -3.201 0.404
C -3.274 -2.169 -0.389
C -3.731 -2.785 -1.713
C -2.437 -0.910 -0.621
N -3.064 0.002 -1.636
C -2.390 0.042 0.600
O -3.382 0.271 1.253
N -1.217 0.690 0.702
C -1.197 2.037 1.220
C 0.244 2.529 1.414
C 1.001 2.873 0.121
C 1.576 1.687 -0.635
O 0.947 0.687 -0.928
O 2.822 1.905 -0.966
C 3.547 0.885 -1.686
C 4.269 -0.015 -0.719
C 5.548 0.306 -0.285
C 6.198 -0.505 0.628
C 5.572 -1.638 1.119
C 4.293 -1.959 0.696
C 3.642 -1.150 -0.219
C -1.986 2.917 0.230
N -2.190 4.176 0.605
O -2.390 2.476 -0.842
H -1.580 -3.539 2.335
H -2.853 -2.321 2.338
H -1.255 -1.933 1.696
H -1.588 -3.499 -0.185
H -3.082 -4.085 0.537
H -4.148 -1.886 0.208
H -4.211 -3.739 -1.518
H -2.880 -2.973 -2.365
H -4.455 -2.166 -2.238
H -1.430 -1.163 -0.961
H -2.697 0.995 -1.472
H -2.900 -0.306 -2.597
H -4.074 0.036 -1.456
H -0.460 0.489 0.043
H -1.730 2.049 2.178
H 0.789 1.762 1.966
H 0.223 3.425 2.034
H 1.838 3.530 0.360
H 0.344 3.406 -0.571
H 2.842 0.319 -2.301
H 4.249 1.433 -2.317
H 6.036 1.190 -0.668
H 7.195 -0.253 0.955
H 6.080 -2.272 1.830
H 3.803 -2.843 1.077
H 2.645 -1.401 -0.551
H -1.906 4.520 1.505
H -2.727 4.789 0.009
*
```

---

# 6
Formula: C18H29AgAsF6NO11
Source: OMol25
Level of theory: ωB97M-V/def2-TZVPD

Its energy above the lowest of the compared OMol25 structures with the same formula, charge and spin is 3.7290 eV. The lowest unoccupied orbital energy is -0.0392 hartree. The calculation puts the frontier orbital gap at 9.10 eV. The value obtained for the maximum force is 4.1 eV/Å.

```
! wB97M-V def2-TZVPD RIJCOSX def2/J DEFGRID3
* xyz 0 1
Ag -0.903 0.257 -0.207
As -0.931 4.079 -0.994
F -0.242 3.612 -2.603
F -1.305 5.581 -1.758
F -1.480 4.834 0.598
F -0.508 2.411 -0.330
F 0.742 4.583 -0.474
F -2.572 3.529 -1.406
C 2.388 -4.886 1.640
C 1.260 -5.706 1.741
C 0.055 -5.135 1.265
C -0.017 -3.792 0.857
C 1.166 -3.109 0.651
C 2.371 -3.668 1.027
N -1.318 -3.231 0.442
O -2.230 -3.959 0.055
O -1.559 -2.028 0.530
H 3.360 -5.122 2.049
H 1.337 -6.652 2.257
H -0.805 -5.696 1.600
H 1.223 -2.081 0.324
H 3.252 -3.046 1.092
C -1.185 2.986 3.088
C -2.479 3.152 2.483
O -3.449 2.100 2.811
C -3.300 0.969 2.248
O -2.266 0.506 1.729
O -4.471 0.288 2.397
C -4.597 -1.024 1.827
H -1.251 2.828 4.164
H -0.639 3.915 2.922
H -0.562 2.189 2.681
H -2.551 3.244 1.399
H -2.757 4.114 2.913
H -4.019 -1.807 2.317
H -4.498 -0.889 0.749
H -5.686 -1.076 1.833
C 5.346 1.859 -0.499
C 3.914 2.223 -0.981
O 2.746 1.463 -0.564
C 2.376 1.228 0.667
O 1.447 0.519 0.852
O 3.110 1.891 1.512
C 2.923 1.933 2.951
H 5.401 2.071 0.569
H 6.035 2.612 -0.879
H 5.849 0.944 -0.810
H 3.920 2.248 -2.071
H 3.524 3.195 -0.680
H 3.168 2.907 3.376
H 3.657 1.293 3.440
H 2.012 1.503 3.368
C 1.076 -2.398 -4.156
C -0.390 -2.955 -4.115
O -1.405 -2.030 -4.207
C -1.508 -1.034 -3.301
O -0.882 -0.889 -2.302
O -2.530 -0.341 -3.806
C -2.963 0.707 -3.120
H 1.740 -3.178 -4.528
H 1.212 -2.116 -3.112
H 1.208 -1.464 -4.701
H -0.638 -3.573 -3.252
H -0.550 -3.748 -4.845
H -2.209 1.297 -2.599
H -3.555 0.377 -2.267
H -3.609 1.186 -3.855
*
```

---

# 7
Formula: C18H29AlF4NO3
Source: OMol25
Level of theory: ωB97M-V/def2-TZVPD

The lowest unoccupied orbital energy is 0.0198 hartree. The calculation puts the frontier orbital gap at 8.04 eV. The value obtained for the maximum force is 8.3 eV/Å.

```
! wB97M-V def2-TZVPD RIJCOSX def2/J DEFGRID3
* xyz -1 1
C 4.762 -3.231 0.754
C 5.161 -1.644 0.479
C 4.471 -0.590 1.528
C 3.005 -1.039 2.107
N 1.975 -1.388 1.058
C 0.885 -0.347 0.926
C 1.052 1.045 0.404
O 2.372 1.550 -0.006
C 2.790 2.702 0.807
C 3.118 3.986 -0.203
C 3.728 3.298 -1.589
C -0.339 1.957 0.323
O -0.399 3.275 0.532
C -1.708 1.097 -0.105
C -1.877 -0.274 0.448
C -3.124 -1.299 0.164
C -3.519 -1.281 -1.452
C -4.412 -1.123 1.163
C -4.706 0.413 1.656
C -6.368 0.596 1.608
C -0.639 -0.827 1.417
O -0.868 -1.561 2.515
H 5.381 -3.861 -0.049
H 3.631 -3.472 0.531
H 5.111 -3.582 1.815
H 4.700 -1.392 -0.593
H 6.329 -1.509 0.349
H 5.199 -0.540 2.473
H 4.507 0.489 1.054
H 3.107 -1.880 2.949
H 2.575 -0.090 2.691
H 2.393 -1.662 0.143
H 3.771 2.504 1.454
H 1.974 3.054 1.597
H 2.178 4.648 -0.427
H 3.912 4.691 0.338
H 2.863 2.892 -2.269
H 4.285 4.136 -2.187
H 4.504 2.446 -1.283
H -2.538 1.544 -0.828
H -2.702 -2.399 0.358
H -4.091 -2.303 -1.669
H -2.480 -1.299 -2.039
H -4.162 -0.337 -1.728
H -4.214 -1.773 2.131
H -5.377 -1.537 0.595
H -4.353 0.589 2.783
H -4.283 1.251 0.958
H -6.617 1.524 2.277
H -6.608 0.840 0.475
H -6.893 -0.390 1.960
F -2.477 -1.037 -7.063
Al -3.493 -1.580 -5.678
F -4.934 -2.461 -6.301
F -4.029 -0.147 -4.728
F -2.530 -2.675 -4.621
*
```

---

# 8
Formula: C18H29As2INNiO3P
Source: OMol25
Level of theory: ωB97M-V/def2-TZVPD

Its energy above the lowest of the compared OMol25 structures with the same formula, charge and spin is 0.9221 eV. The lowest unoccupied orbital energy (spin up / spin down) is -0.2482 / -0.2486 hartree. The calculation puts the frontier orbital gap (spin up / spin down) at 7.63 / 7.62 eV. The value obtained for the maximum force is 0.6 eV/Å.

```
! wB97M-V def2-TZVPD RIJCOSX def2/J DEFGRID3
* xyz 2 1
Ni 0.074 0.361 0.600
C -2.462 -2.124 -0.821
As -0.596 -1.694 -0.509
C 0.102 -3.396 0.107
C 0.123 -1.510 -2.296
C -0.328 -2.260 -3.376
C 0.259 -2.093 -4.622
C 1.300 -1.189 -4.794
C 1.758 -0.439 -3.720
C 1.159 -0.597 -2.476
As 1.756 0.359 -0.921
C 3.344 -0.573 -0.343
C 2.378 2.080 -1.519
H -2.531 -3.152 -1.176
H -2.880 -1.454 -1.570
H -3.032 -2.040 0.100
H 0.023 -4.134 -0.689
H -0.477 -3.722 0.970
H 1.144 -3.286 0.400
H -1.135 -2.973 -3.257
H -0.096 -2.672 -5.464
H 1.755 -1.066 -5.768
H 2.568 0.265 -3.865
H 4.040 -0.605 -1.180
H 3.084 -1.590 -0.054
H 3.806 -0.054 0.495
H 3.201 1.938 -2.218
H 2.737 2.655 -0.667
H 1.565 2.609 -2.011
C -0.687 -0.952 5.673
O -0.358 -0.144 4.509
P -0.269 -0.778 3.056
O 1.089 -0.030 2.484
C 2.358 -0.125 3.166
O -1.128 0.378 2.159
C -2.572 0.357 2.203
H -0.546 -0.306 6.532
H -0.024 -1.812 5.743
H -1.723 -1.280 5.625
H 2.937 0.751 2.888
H 2.879 -1.035 2.871
H 2.200 -0.114 4.242
H -2.916 1.303 1.794
H -2.896 0.279 3.239
H -2.967 -0.473 1.621
I -4.340 2.635 -2.369
C -2.608 2.982 -1.277
C -2.200 4.262 -0.928
C -1.033 4.414 -0.195
C -0.313 3.292 0.168
N -0.705 2.056 -0.171
C -1.831 1.907 -0.877
H -2.783 5.125 -1.222
H -0.687 5.394 0.099
H 0.594 3.374 0.751
H -2.113 0.895 -1.138
*
```